{
  "formula": "C18H37AlO2P3",
  "method": "ωB97M-V/def2-TZVPD",
  "symbols": ["Al", "P", "P", "P", "H", "C", "C", "H", "C", "C", "C", "C", "C", "C", "C", "C", "C", "H", "H", "H", "H", "H", "H", "H", "H", "H", "H", "H", "H", "H", "H", "H", "H", "H", "H", "H", "H", "H", "H", "H", "H", "H", "H", "H", "H", "H", "C", "C", "C", "C", "C", "C", "O", "H", "H", "H", "H", "H", "H", "O", "C"],
  "coordinates": [[0.08, -0.22, -0.08], [-1.35, -1.21, 1.62], [1.93, 0.73, 1.08], [1.26, -2.24, -0.84], [0.04, 1.71, -1.97], [0.01, 0.61, -2.01], [-1.21, -0.09, -1.74], [-2.11, 0.48, -1.46], [-2.67, -0.37, 2.54], [-0.33, -1.89, 2.98], [-2.22, -2.68, 0.97], [3.10, 1.63, 0.02], [1.50, 1.93, 2.36], [2.99, -0.46, 1.97], [0.41, -3.22, -2.14], [1.72, -3.54, 0.35], [2.86, -1.85, -1.66], [0.77, 0.22, -2.72], [-1.46, -1.04, -2.22], [-3.45, -0.03, 1.86], [-2.27, 0.49, 3.08], [-3.12, -1.08, 3.25], [0.18, -1.08, 3.52], [0.42, -2.59, 2.61], [-0.99, -2.41, 3.69], [-2.90, -2.37, 0.16], [-2.82, -3.14, 1.77], [-1.52, -3.42, 0.58], [3.96, 1.94, 0.63], [2.61, 2.51, -0.41], [3.46, 0.99, -0.81], [2.43, 2.24, 2.87], [0.82, 1.49, 3.09], [1.02, 2.81, 1.92], [3.72, 0.13, 2.55], [3.53, -1.12, 1.28], [2.39, -1.07, 2.66], [1.06, -4.06, -2.43], [0.21, -2.59, -3.02], [-0.54, -3.61, -1.77], [2.27, -4.33, -0.18], [0.82, -3.98, 0.81], [2.35, -3.13, 1.15], [3.22, -2.75, -2.18], [3.62, -1.53, -0.93], [2.72, -1.04, -2.39], [6.41, 0.17, -3.28], [7.29, 0.94, -4.06], [7.08, 1.01, -5.44], [6.03, 0.29, -6.04], [5.23, -0.56, -5.26], [5.46, -0.67, -3.89], [6.34, 0.27, -1.92], [7.03, 0.89, -1.61], [8.10, 1.49, -3.58], [7.73, 1.63, -6.06], [5.84, 0.39, -7.11], [4.43, -1.15, -5.71], [4.88, -1.34, -3.25], [-1.49, 2.50, 1.19], [-0.97, 1.54, 0.81]],
  "mulliken_charge": [0.123, 0.912, 1.281, 0.642, 0.456, -0.615, -0.811, 0.460, -1.354, -1.323, -1.199, -1.261, -1.435, -1.315, -1.409, -1.398, -1.484, 0.345, 0.361, 0.424, 0.418, 0.501, 0.354, 0.265, 0.563, 0.369, 0.495, 0.289, 0.488, 0.397, 0.204, 0.523, 0.368, 0.442, 0.590, 0.297, 0.274, 0.489, 0.393, 0.375, 0.505, 0.409, 0.325, 0.612, 0.538, 0.217, 0.832, -0.581, -0.448, -0.401, -0.311, -0.160, -0.338, 0.344, 0.375, 0.422, 0.435, 0.421, 0.410, -0.173, 0.070],
  "homo_ev": [-18.16, -15.17],
  "e_lumo_ev": [-8.612, -11.932],
  "charge": 3,
  "homo_lumo_gap_ev": [9.54, 3.24]
}

***

{
  "formula": "C18H37CeOP3Se",
  "method": "ωB97M-V/def2-TZVPD",
  "symbols": ["Ce", "P", "P", "P", "H", "C", "C", "H", "C", "C", "C", "C", "C", "C", "C", "C", "C", "H", "H", "H", "H", "H", "H", "H", "H", "H", "H", "H", "H", "H", "H", "H", "H", "H", "H", "H", "H", "H", "H", "H", "H", "H", "H", "H", "H", "H", "C", "C", "C", "C", "C", "C", "Se", "H", "H", "H", "H", "H", "H", "O", "C"],
  "coordinates": [[-0.23, 0.13, -0.21], [2.11, -0.88, -1.38], [1.00, 2.73, -0.21], [-1.34, -2.52, -0.42], [-1.88, 1.94, -1.54], [-2.35, 1.09, -1.00], [-2.59, 1.13, 0.36], [-2.33, 2.00, 0.98], [1.78, -0.66, -3.17], [3.68, -0.01, -1.13], [2.50, -2.65, -1.24], [-0.13, 4.06, 0.36], [2.55, 3.24, 0.60], [1.32, 3.27, -1.94], [-3.10, -2.62, 0.09], [-0.69, -4.05, 0.34], [-1.47, -3.04, -2.18], [-2.67, 0.25, -1.64], [-3.10, 0.31, 0.89], [2.66, -1.03, -3.71], [1.61, 0.40, -3.41], [0.89, -1.22, -3.48], [4.42, -0.53, -1.75], [3.97, -0.06, -0.07], [3.61, 1.05, -1.43], [3.42, -2.80, -1.83], [1.69, -3.27, -1.63], [2.68, -2.91, -0.19], [0.27, 5.01, -0.02], [-0.17, 4.08, 1.45], [-1.14, 3.90, -0.04], [2.89, 4.18, 0.15], [3.32, 2.47, 0.48], [2.36, 3.39, 1.67], [1.50, 4.36, -1.95], [0.46, 3.04, -2.59], [2.21, 2.75, -2.34], [-3.51, -3.56, -0.31], [-3.67, -1.77, -0.31], [-3.18, -2.62, 1.18], [-1.30, -4.90, 0.01], [-0.75, -3.97, 1.43], [0.35, -4.21, 0.05], [-2.16, -3.89, -2.27], [-0.48, -3.34, -2.56], [-1.84, -2.21, -2.81], [-2.82, 1.28, -5.41], [-3.54, 1.89, -4.37], [-4.80, 2.44, -4.60], [-5.37, 2.43, -5.88], [-4.63, 1.87, -6.94], [-3.37, 1.30, -6.72], [-1.17, 0.40, -4.92], [-1.07, 0.72, -3.38], [-3.11, 1.91, -3.35], [-5.35, 2.87, -3.76], [-6.36, 2.86, -6.05], [-5.07, 1.88, -7.94], [-2.81, 0.87, -7.57], [2.24, -1.10, 2.52], [1.45, -0.72, 1.75]],
  "mulliken_spin": [1.004, -0.008, -0.002, 0.001, 0.002, 0.010, -0.002, 0.000, 0.002, -0.001, -0.002, -0.001, -0.001, -0.001, -0.001, 0.000, 0.000, -0.001, 0.001, 0.000, 0.000, -0.001, 0.000, 0.000, 0.000, 0.000, 0.000, 0.000, 0.000, 0.000, 0.000, 0.000, 0.000, 0.000, 0.000, 0.000, 0.000, 0.000, 0.000, 0.000, 0.000, 0.000, 0.000, 0.000, 0.000, 0.000, 0.000, 0.000, 0.000, 0.000, 0.000, 0.000, 0.000, 0.001, 0.001, 0.000, 0.000, 0.000, 0.000, 0.002, -0.001],
  "multiplicity": 2,
  "homo_ev": [-15.35, -15.35],
  "e_lumo_ev": [-11.438, -11.335],
  "charge": 3,
  "homo_lumo_gap_ev": [3.92, 4.02]
}

***

Quick rundown of energy above the lowest of the compared OMol25 structures with the same formula, charge and spin, same order as above: 0.0; 0.0 kcal/mol
Quick rundown of E, same order as above: -57798.640; -127426.430 eV